Formula: C3H5N3S
Source: the Open Molecules 2025 dataset
Level of theory: wB97M-V/def2-TZVPD

Computed properties:
ΔE to the lowest compared entry with this formula, charge and spin, eV: 0.268
Orbital gap, eV: 9.309
Energy, eV: -18497.62990

Geometry as XYZ:
```
12
C3H5N3S | the Open Molecules 2025 dataset | wB97M-V/def2-TZVPD
H 2.09766 -2.00094 0.04329
N 2.09943 -0.98289 -0.00234
C 0.94641 -0.46113 -0.13909
N 0.81177 0.91518 -0.22482
C -0.57607 1.24657 -0.01176
C -1.32186 -0.14172 0.01989
S -2.86974 -0.49595 -0.07432
N -0.32544 -1.03336 -0.08933
H 1.49040 1.42863 0.33173
H -0.83504 1.70582 0.93441
H -0.98859 1.86041 -0.77369
H -0.52895 -2.04062 -0.01397
```

***

Formula: C3H5N3S
Source: the Open Molecules 2025 dataset
Level of theory: wB97M-V/def2-TZVPD

Computed properties:
ΔE to the lowest compared entry with this formula, charge and spin, eV: 3.520
Orbital gap, eV: 9.009
Energy, eV: -18494.37791

Geometry as XYZ:
```
12
C3H5N3S | the Open Molecules 2025 dataset | wB97M-V/def2-TZVPD
C 0.41524 -0.56897 -0.34478
C -0.90302 -0.87326 -0.63960
C -0.81527 1.06365 0.46667
H 1.49874 -1.86663 -1.75093
H 1.42617 -2.29233 -0.15039
H -1.00721 -1.80097 -1.28333
H -1.15293 2.94234 2.56383
H 1.27777 1.12057 0.66243
N 1.64349 -1.36084 -0.54890
N -1.62840 0.26435 -0.21686
N 0.39813 0.55177 0.32610
S -1.15270 2.82032 0.91577
```

***

Formula: C3H5N3S2
Source: the Open Molecules 2025 dataset
Level of theory: wB97M-V/def2-TZVPD

Computed properties:
ΔE to the lowest compared entry with this formula, charge and spin, eV: 1.576
Orbital gap, eV: 8.739
Energy, eV: -29331.12956

Geometry as XYZ:
```
13
C3H5N3S2 | the Open Molecules 2025 dataset | wB97M-V/def2-TZVPD
N -2.29737 -0.07824 0.26634
C -0.98803 -0.40130 -0.08878
N -0.54038 -1.68073 -0.04323
N 0.74305 -1.67773 -0.29436
C 1.25284 -0.37742 -0.18630
S 2.97707 -0.01664 0.10188
C 0.12697 0.44237 -0.18002
S 0.19931 2.15068 -0.25293
H -2.87549 -0.67072 -0.48642
H -2.55810 1.04064 0.33233
H 1.23109 -2.47147 -0.28685
H 2.66527 1.32027 -0.02784
H 0.06375 2.42029 1.14618
```

***

Formula: C3H5N4O
Source: the Open Molecules 2025 dataset
Level of theory: wB97M-V/def2-TZVPD

Computed properties:
Charge: +1
ΔE to the lowest compared entry with this formula, charge and spin, eV: 2.700
Orbital gap, eV: 8.899
Energy, eV: -11189.42548

Geometry as XYZ:
```
13
C3H5N4O | the Open Molecules 2025 dataset | wB97M-V/def2-TZVPD
C -4.08727 0.41041 0.32417
C -0.46801 0.97844 -0.29626
C 0.69782 0.11290 -0.21715
N -3.12062 -0.09927 -0.03341
N -1.13880 1.87791 -0.13690
N 1.91844 0.71470 -0.29091
N 0.50021 -1.14576 0.09566
O -2.15573 -0.52501 -0.61631
H -4.95093 0.89600 0.77962
H 1.95251 1.63486 -0.63523
H 2.76568 0.22524 -0.55788
H -0.43156 -1.44952 0.11195
H 1.28718 -1.80353 0.08384
```

***

Formula: C3H5N4O
Source: the Open Molecules 2025 dataset
Level of theory: wB97M-V/def2-TZVPD

Computed properties:
Charge: +1
ΔE to the lowest compared entry with this formula, charge and spin, eV: 2.930
Orbital gap, eV: 9.199
Energy, eV: -11189.19528

Geometry as XYZ:
```
13
C3H5N4O | the Open Molecules 2025 dataset | wB97M-V/def2-TZVPD
C 2.37769 2.56103 -0.92690
C 0.67987 -0.96880 -0.10070
C -0.74987 -1.01086 0.32614
N 1.58871 1.98734 -0.25474
N 1.72922 -1.18109 -0.54801
N -1.39963 -2.08003 -0.03221
N -1.29649 0.05846 0.89406
O 0.78160 1.42793 0.36912
H 2.85671 3.07763 -1.65589
H -0.93646 -2.76731 -0.54389
H -2.42364 -2.06397 0.25197
H -0.89999 1.01038 1.12765
H -2.30771 -0.05070 1.09341
```

***

Formula: C3H5N5
Source: the Open Molecules 2025 dataset
Level of theory: wB97M-V/def2-TZVPD

Computed properties:
ΔE to the lowest compared entry with this formula, charge and spin, eV: 4.424
Orbital gap, eV: 8.249
Energy, eV: -10638.45011

Geometry as XYZ:
```
13
C3H5N5 | the Open Molecules 2025 dataset | wB97M-V/def2-TZVPD
H 2.40981 0.94016 0.03460
N 1.50020 1.53535 -0.02457
C 0.45338 0.79672 -0.14165
C -0.83244 1.32515 0.14118
N -1.84808 0.53441 -0.03327
C -1.65665 -0.79617 0.03264
N -0.57917 -1.43796 -0.01534
N 0.48178 -0.51136 -0.07854
N 1.76956 -1.06961 0.09967
H -1.03140 2.45151 0.23007
H -2.64586 -1.38945 -0.15384
H 2.00906 -1.82724 0.90791
H 2.20265 -1.48499 -0.84741
```

***

Formula: C3H5N5O
Source: the Open Molecules 2025 dataset
Level of theory: wB97M-V/def2-TZVPD

Computed properties:
ΔE to the lowest compared entry with this formula, charge and spin, eV: 3.060
Orbital gap, eV: 8.515
Energy, eV: -12686.23466

Geometry as XYZ:
```
14
C3H5N5O | the Open Molecules 2025 dataset | wB97M-V/def2-TZVPD
N -2.24920 0.20205 0.37201
C -0.89568 -0.26199 0.05148
N -0.84496 -1.61727 -0.31268
N 0.17475 -2.19859 -0.01397
N 1.40409 -1.59267 0.04553
C 1.49233 -0.20113 0.02854
O 2.58434 0.20214 0.22166
C 0.26326 0.56653 -0.22747
N 0.56017 1.87619 -0.24258
H -3.06319 -0.36453 0.00000
H -2.61315 1.02336 -0.03643
H 2.26684 -2.23982 0.05571
H -0.52976 2.36348 0.00202
H 1.45014 2.24225 0.05618
```

***

Formula: C3H5NO
Source: the Open Molecules 2025 dataset
Level of theory: wB97M-V/def2-TZVPD

Computed properties:
ΔE to the lowest compared entry with this formula, charge and spin, eV: 1.744
Orbital gap, eV: 11.221
Energy, eV: -6727.82874

Geometry as XYZ:
```
10
C3H5NO | the Open Molecules 2025 dataset | wB97M-V/def2-TZVPD
C 1.09089 -0.69743 0.19255
O 0.68371 0.35964 -0.67809
C -0.65077 0.90939 -0.60142
C -1.38814 0.20755 0.44961
N -1.54585 -0.58250 1.28239
H 1.95350 -0.39426 0.79321
H 1.32799 -1.60187 -0.37670
H 0.29706 -0.97115 0.89673
H -1.16784 0.78161 -1.56318
H -0.60056 1.98902 -0.39510
```

***

Formula: C3H5NO
Source: the Open Molecules 2025 dataset
Level of theory: wB97M-V/def2-TZVPD

Computed properties:
ΔE to the lowest compared entry with this formula, charge and spin, eV: 2.023
Orbital gap, eV: 10.287
Energy, eV: -6727.54951

Geometry as XYZ:
```
10
C3H5NO | the Open Molecules 2025 dataset | wB97M-V/def2-TZVPD
C 0.63220 -1.03881 0.34324
N 1.59334 -0.46484 -0.23252
O 1.16434 0.72427 -0.75893
C -0.19215 0.95418 -0.44949
C -0.62619 -0.25587 0.36064
H 0.76326 -2.04490 0.69830
H -0.69791 1.12153 -1.40946
H -0.29240 1.86963 0.08952
H -1.49735 -0.83314 -0.03975
H -0.84713 -0.03204 1.39845
```

***

Formula: C3H5NO
Source: the Open Molecules 2025 dataset
Level of theory: wB97M-V/def2-TZVPD

Computed properties:
ΔE to the lowest compared entry with this formula, charge and spin, eV: 4.536
Orbital gap (alpha / beta), eV: 7.228 / 8.211
Energy, eV: -6725.03714

Geometry as XYZ:
```
10
C3H5NO | the Open Molecules 2025 dataset | wB97M-V/def2-TZVPD
C -0.49146 -1.75657 -0.29883
C -0.43570 1.84523 0.18874
N 0.31990 0.82966 0.15205
C 1.16330 -0.13733 0.13334
O 0.72084 -1.41289 -0.09162
H -0.64587 -2.81478 -0.45390
H -1.27858 -1.00976 -0.31169
H -1.51655 1.74360 0.03209
H -0.06770 2.86149 0.37474
H 2.23754 -0.15345 0.27319
```

***

Formula: C3H5NO
Source: the Open Molecules 2025 dataset
Level of theory: wB97M-V/def2-TZVPD

Computed properties:
ΔE to the lowest compared entry with this formula, charge and spin, eV: 3.389
Orbital gap, eV: 10.826
Energy, eV: -6726.18322

Geometry as XYZ:
```
10
C3H5NO | the Open Molecules 2025 dataset | wB97M-V/def2-TZVPD
C -1.13793 -0.36420 0.35664
N -1.98609 -1.16872 -0.09006
C -0.65348 -1.01901 -0.82927
H -1.00525 0.34206 1.17074
H 0.05607 -1.84174 -0.75383
H -0.66914 -0.50148 -1.78765
C 1.35177 1.14314 0.48656
O 1.73906 0.51498 -0.46433
H 0.78352 2.08901 0.37982
H 1.52147 0.80596 1.53138
```

***

Formula: C3H5NO
Source: the Open Molecules 2025 dataset
Level of theory: wB97M-V/def2-TZVPD

Computed properties:
ΔE to the lowest compared entry with this formula, charge and spin, eV: 2.997
Orbital gap, eV: 10.919
Energy, eV: -6726.57547

Geometry as XYZ:
```
10
C3H5NO | the Open Molecules 2025 dataset | wB97M-V/def2-TZVPD
C -1.07861 0.87539 0.24649
O -0.67484 0.29594 -0.94770
C 0.50805 -0.58602 -0.76101
C 0.97311 -0.53837 0.63494
N 1.84799 -1.06021 1.19120
H -2.03016 0.49135 0.64366
H -0.99650 1.97310 0.26946
H -0.16822 0.44701 1.09110
H 1.34980 -0.25720 -1.39238
H 0.26938 -1.64098 -0.97576
```

***

Formula: C3H5NO
Source: the Open Molecules 2025 dataset
Level of theory: wB97M-V/def2-TZVPD

Computed properties:
ΔE to the lowest compared entry with this formula, charge and spin, eV: 2.984
Orbital gap, eV: 10.187
Energy, eV: -6726.58851

Geometry as XYZ:
```
10
C3H5NO | the Open Molecules 2025 dataset | wB97M-V/def2-TZVPD
H 2.09493 -1.12877 -1.22948
N 1.43785 -0.87383 -0.46938
C 0.95851 0.27736 -0.45705
C -0.00554 0.46193 0.68929
C -1.47169 -0.18203 0.04956
O -2.31247 -0.22433 -0.88399
H 1.02553 1.14741 -1.07275
H 0.05887 -0.15501 1.52492
H -0.09319 1.49079 0.76863
H -1.69280 -0.81352 1.08024
```

***

Formula: C3H5NO
Source: the Open Molecules 2025 dataset
Level of theory: wB97M-V/def2-TZVPD

Computed properties:
ΔE to the lowest compared entry with this formula, charge and spin, eV: 0.689
Orbital gap, eV: 9.461
Energy, eV: -6728.88339

Geometry as XYZ:
```
10
C3H5NO | the Open Molecules 2025 dataset | wB97M-V/def2-TZVPD
N -1.67984 -0.13088 0.77712
C -0.37693 0.07349 0.48879
C 0.24963 -0.05441 -0.71301
C 1.69167 0.21208 -0.73939
O 2.31573 0.69068 0.18701
H -1.98981 -0.18862 1.76826
H -2.30352 -0.66065 0.15035
H 0.19526 0.40035 1.36547
H -0.31832 -0.38473 -1.59087
H 2.21614 0.04270 -1.69373
```

***

Formula: C3H5NO
Source: the Open Molecules 2025 dataset
Level of theory: wB97M-V/def2-TZVPD

Computed properties:
ΔE to the lowest compared entry with this formula, charge and spin, eV: 1.693
Orbital gap, eV: 10.941
Energy, eV: -6727.87952

Geometry as XYZ:
```
10
C3H5NO | the Open Molecules 2025 dataset | wB97M-V/def2-TZVPD
O -2.54041 0.02885 -0.20592
C -1.39388 0.07040 0.19939
C -0.15235 -0.08796 -0.62714
C 1.07857 -0.54782 0.10079
N 0.95540 0.86566 -0.25462
H -1.12493 0.34751 1.26530
H -0.32636 -0.33336 -1.68441
H 0.97288 -0.85734 1.17114
H 1.91600 -1.01638 -0.44914
H 0.61509 1.53044 0.48458
```

***

Formula: C3H5NO
Source: the Open Molecules 2025 dataset
Level of theory: wB97M-V/def2-TZVPD

Computed properties:
ΔE to the lowest compared entry with this formula, charge and spin, eV: 4.700
Orbital gap, eV: 10.175
Energy, eV: -6724.87240

Geometry as XYZ:
```
10
C3H5NO | the Open Molecules 2025 dataset | wB97M-V/def2-TZVPD
C 0.32928 -0.30775 -0.01728
C -1.08564 -0.49665 0.49340
O 0.29150 0.59957 -1.32031
C 1.21817 1.28535 -0.49124
N 1.95588 2.16073 -0.31782
H 0.53554 -1.01224 -0.86587
H 1.08911 -0.61327 0.70763
H -1.32754 0.30279 1.19305
H -1.19948 -1.48271 0.93807
H -1.80682 -0.43583 -0.31962
```

***

Formula: C3H5NO
Source: the Open Molecules 2025 dataset
Level of theory: wB97M-V/def2-TZVPD

Computed properties:
ΔE to the lowest compared entry with this formula, charge and spin, eV: 1.306
Orbital gap, eV: 9.535
Energy, eV: -6728.26617

Geometry as XYZ:
```
10
C3H5NO | the Open Molecules 2025 dataset | wB97M-V/def2-TZVPD
N -0.04102 0.74273 -0.99936
C 0.79760 0.24540 0.07728
C -0.15977 -0.56526 0.89802
C -1.15869 -1.10017 0.21745
O -2.08838 -1.64078 -0.23768
H -0.71526 1.33704 -0.48004
H 0.48691 1.18786 -1.74178
H 1.26168 1.03556 0.68110
H 1.60517 -0.36697 -0.33431
H 0.01177 -0.87541 1.91932
```

***

Formula: C3H5NO
Source: the Open Molecules 2025 dataset
Level of theory: wB97M-V/def2-TZVPD

Computed properties:
ΔE to the lowest compared entry with this formula, charge and spin, eV: 2.306
Orbital gap, eV: 10.082
Energy, eV: -6727.26704

Geometry as XYZ:
```
10
C3H5NO | the Open Molecules 2025 dataset | wB97M-V/def2-TZVPD
C 0.05819 1.37902 0.49287
C 1.06699 0.59176 0.28134
N 2.08890 -0.02691 0.11197
H -0.29829 1.56993 1.48645
H -0.41375 1.90196 -0.31950
H 2.09285 -1.02303 -0.06321
C -1.14425 -1.08566 -0.49410
O -0.37598 -1.92778 -0.12266
H -1.11548 -0.67360 -1.51517
H -1.95918 -0.70569 0.14201
```

***

Formula: C3H5NO
Source: the Open Molecules 2025 dataset
Level of theory: wB97M-V/def2-TZVPD

Computed properties:
ΔE to the lowest compared entry with this formula, charge and spin, eV: 8.586
Orbital gap (alpha / beta), eV: 7.746 / 8.622
Energy, eV: -6720.98640

Geometry as XYZ:
```
10
C3H5NO | the Open Molecules 2025 dataset | wB97M-V/def2-TZVPD
C 1.51834 1.11726 -0.04926
C 0.36876 0.61126 -0.12489
C -1.86504 -0.30477 -0.29864
N -0.90010 0.74507 -0.43764
O -1.94252 0.74102 0.63990
H 2.18170 0.65130 0.57820
H 1.81692 1.91678 -0.66099
H 0.25622 -1.27528 1.08158
H -2.73616 -0.29700 -1.10102
H -1.43126 -1.35760 0.16080
```

***

Formula: C3H5NO
Source: the Open Molecules 2025 dataset
Level of theory: wB97M-V/def2-TZVPD

Computed properties:
Multiplicity: 3
ΔE to the lowest compared entry with this formula, charge and spin, eV: 3.311
Orbital gap (alpha / beta), eV: 8.366 / 6.392
<S²>: 2.0131
Energy, eV: -6721.92189

Geometry as XYZ:
```
10
C3H5NO | the Open Molecules 2025 dataset | wB97M-V/def2-TZVPD
C -0.31117 0.58878 -0.30824
C -2.42090 0.15326 -0.10856
C 0.51404 -0.40152 0.37118
N -3.55383 -0.05789 0.06088
O 0.35613 -1.60034 -0.28788
H -0.53539 0.24008 -1.31434
H -0.42434 1.67076 -0.01527
H -0.03527 -0.44049 1.35018
H 1.54155 -0.15158 0.46592
H -0.54554 -1.87447 -0.22134
```